a | A 3-piece molecular cluster, C3H9N2O overall, computed with ωB97M-V with the def2-TZVPD basis set.

## Properties
HOMO: -0.5801 Ha
Lowest unoccupied orbital energy: -6.135 eV
Charge: +1
M: 89.1 g/mol
2S+1: 1

Atoms and positions in Å:
1 C 0.2725 3.0594 -2.1107
2 C -0.0014 0.3113 -0.0938
3 C -1.1174 -0.9014 1.7174
4 N -0.0173 -1.8822 -0.1209
5 N -0.4812 -0.8926 0.4045
6 O 0.3837 4.1625 -2.2522
7 H 2.6940 2.6861 -2.5227
8 H 0.9337 0.3171 -0.6577
9 H -0.7338 0.7144 -0.8301
10 H 0.1730 1.0760 0.6421
11 H -0.4174 -0.7114 2.5345
12 H -1.8310 -0.1463 1.8783
13 H -1.6701 -1.9211 1.9408
14 H -0.2799 -2.7576 0.4707
15 H 2.1864 2.1391 -2.5641

=====

b | An isolated ion of composition C3H9N2O and charge +1, computed with ωB97M-V with the def2-TZVPD basis set.

## Properties
HOMO: -0.5540 Ha
Lowest unoccupied orbital energy: -3.416 eV
SMILES: C[C@@H]([NH3+])C(N)=O
Charge: +1
M: 89.1 g/mol
2S+1: 1

Atoms and positions in Å:
1 C 0.2902 -0.7047 -1.6871
2 C -0.2152 0.3260 -0.6986
3 N -1.6849 0.1339 -0.3873
4 C 0.4290 0.2337 0.7147
5 N 1.6860 -0.1883 0.7988
6 O -0.3091 0.3731 1.6818
7 H 1.1499 -0.3935 -2.2714
8 H 0.4544 -1.6551 -1.1784
9 H -0.4958 -0.9223 -2.4164
10 H -0.1287 1.3679 -0.9969
11 H -2.2261 0.9180 -0.7464
12 H -2.0651 -0.7237 -0.7785
13 H -1.6829 0.2207 0.6688
14 H 2.1650 -0.1759 1.6874
15 H 2.1964 -0.6787 0.0844

=====

c | A 2-piece molecular cluster, C3H9N2O overall, computed with ωB97M-V with the def2-TZVPD basis set.

## Properties
HOMO (spin up / spin down): -0.4647 / -0.4740 Ha
Lowest unoccupied orbital energy (spin up / spin down): -4.136 / -4.047 eV
Charge: +1
M: 89.1 g/mol
2S+1: 1

Atoms and positions in Å:
1 C -1.9116 1.6419 1.9349
2 C 1.4804 -0.8434 -1.3349
3 C 0.3788 -0.2297 -2.0197
4 N -0.7009 -0.3578 1.3172
5 N 1.6187 -0.9753 -0.0834
6 O -1.2671 0.8340 1.1564
7 H -2.2865 1.2744 2.8375
8 H -2.2499 2.5253 1.5295
9 H 2.3697 -1.0494 -1.9402
10 H 0.8350 0.3953 -2.8315
11 H -0.1700 0.3871 -1.2503
12 H -0.3511 -0.8562 -2.4227
13 H 0.8583 -0.6187 0.5333
14 H 2.4350 -1.3813 0.3821
15 H -1.0386 -0.7462 2.1917

=====

Most stable structure: b

=====

a | An isolated molecule of C4H8N4, computed with ωB97M-V with the def2-TZVPD basis set.

## Properties
HOMO: -0.3052 Ha
Lowest unoccupied orbital energy: 0.357 eV
Charge: 0
M: 112.1 g/mol
2S+1: 1

Atoms and positions in Å:
1 C 0.3246 1.4973 -0.3809
2 C 1.2299 -0.4280 0.8594
3 N 0.2815 0.0315 -0.1819
4 C -1.1181 -0.6312 -0.1723
5 N -1.7538 -0.5823 1.0477
6 N -1.2029 -1.3465 -1.1922
7 C 0.3574 -0.7980 -1.7296
8 N 1.1045 -0.8462 -2.6214
9 H -2.5649 -1.1897 1.0347
10 H -2.0465 0.3558 1.2979
11 H 0.0815 1.9977 0.5586
12 H 1.3224 1.7973 -0.7029
13 H -0.3883 1.7783 -1.1564
14 H 2.2434 -0.1265 0.5923
15 H 0.9510 0.0053 1.8200
16 H 1.1783 -1.5147 0.9271

=====

b | An isolated molecule of C4H8N4, computed with ωB97M-V with the def2-TZVPD basis set.

## Properties
HOMO: -0.2647 Ha
Lowest unoccupied orbital energy: 0.904 eV
SMILES: Cc1[nH]c(N)nc1N
Charge: 0
M: 112.1 g/mol
2S+1: 1

Atoms and positions in Å:
1 C 2.1103 -1.4659 0.0328
2 C 0.8714 -0.6035 -0.0254
3 N -0.4130 -1.1198 -0.0366
4 C -1.3099 -0.1347 0.0019
5 N -2.7197 -0.2160 -0.0549
6 N -0.7224 1.0107 0.0070
7 C 0.6248 0.7871 -0.0760
8 N 1.4246 1.8855 0.1101
9 H 1.9064 -2.3997 -0.5035
10 H 3.0244 -1.0084 -0.3397
11 H 2.3394 -1.6795 1.1136
12 H -0.6158 -2.0913 -0.1575
13 H -3.1554 -0.8321 0.6182
14 H -3.0328 0.7134 -0.0740
15 H 1.8940 2.1691 -0.7862
16 H 0.8728 2.7074 0.3500

=====

c | An isolated molecule of C4H8N4, computed with ωB97M-V with the def2-TZVPD basis set.

## Properties
HOMO: -0.3215 Ha
Lowest unoccupied orbital energy: 0.726 eV
SMILES: [H]/N=c1/ccn(N)n1C
Charge: 0
M: 112.1 g/mol
2S+1: 1

Atoms and positions in Å:
1 H 2.5473 0.8703 -0.7019
2 N 2.5326 -0.0290 -0.3344
3 C 1.3736 -0.3722 -0.0087
4 C 0.8031 -1.7142 0.1471
5 C -0.4276 -1.6748 0.2562
6 N -0.9182 -0.3598 0.3576
7 N -2.0972 -0.1043 -0.4987
8 N 0.2190 0.4786 -0.1801
9 C 0.1376 1.6903 0.4576
10 H 1.1740 -2.8680 0.3869
11 H -1.2432 -2.4502 0.2517
12 H -2.3447 0.9319 -0.3283
13 H -1.5411 -0.3036 -1.3983
14 H -0.1592 1.6932 1.5792
15 H 0.8575 2.3402 -0.0839
16 H -0.9137 1.8716 0.0979

=====

d | An isolated molecule of C4H8N4, computed with ωB97M-V with the def2-TZVPD basis set.

## Properties
HOMO: -0.3010 Ha
Lowest unoccupied orbital energy: 0.943 eV
SMILES: N/N=C/N=C/N1CC1
Charge: 0
M: 112.1 g/mol
2S+1: 1

Atoms and positions in Å:
1 N -3.6091 -0.2037 -0.1311
2 N -2.3027 -0.0291 -0.4618
3 C -1.5881 0.4451 0.4653
4 N -0.2139 0.6209 0.1422
5 C 0.5381 -0.4163 0.2114
6 N 1.7461 -0.3587 -0.4158
7 C 3.0459 -0.6101 0.2338
8 C 2.6843 0.7355 -0.2523
9 H -4.0828 -0.7218 -0.8752
10 H -3.7732 -0.6715 0.7672
11 H -2.0492 0.8032 1.3743
12 H 0.0854 -1.3449 0.5686
13 H 3.0253 -0.7990 1.3555
14 H 3.7870 -1.0853 -0.4348
15 H 3.0885 1.1508 -1.1617
16 H 2.4958 1.5386 0.5226

=====

Most stable structure: b

=====

a | An isolated molecule of C4H8N4, computed with ωB97M-V with the def2-TZVPD basis set.

## Properties
HOMO: -0.3048 Ha
Lowest unoccupied orbital energy: 0.828 eV
SMILES: [H]/N=C1\NN[C@H]2C[C@@H]2N1
Charge: 0
M: 112.1 g/mol
2S+1: 1

Atoms and positions in Å:
1 H 1.5588 -2.4656 -1.4524
2 N 0.7829 -1.8693 -1.9605
3 C 0.4089 -1.0566 -1.0756
4 N 0.6965 -1.2108 0.4379
5 N 0.6227 -0.3432 1.5435
6 C -0.4477 0.3867 1.1401
7 C -1.0723 1.6151 0.5835
8 C -0.1476 0.9951 -0.2438
9 N -0.5411 -0.0565 -1.1698
10 H 0.8140 -2.0485 0.7805
11 H 1.3314 0.5034 1.4568
12 H -1.3317 -0.3689 0.8806
13 H -2.2261 1.2472 0.5910
14 H -0.7191 2.6627 1.1530
15 H 0.6989 1.4972 -0.4544
16 H -0.4284 0.5121 -2.2106

=====

b | An isolated molecule of C4H8N4, computed with ωB97M-V with the def2-TZVPD basis set.

## Properties
HOMO: -0.3158 Ha
Lowest unoccupied orbital energy: 0.732 eV
SMILES: [H]/N=C1/NCCN/C1=N/[H]
Charge: 0
M: 112.1 g/mol
2S+1: 1

Atoms and positions in Å:
1 H -2.9630 -0.6977 0.0356
2 N -2.1792 -1.3108 -0.2004
3 C -1.1100 -0.6916 -0.0313
4 N 0.0978 -1.2978 -0.1651
5 C 1.4433 -0.8036 0.2345
6 C 1.6223 0.7189 -0.0642
7 N 0.3029 1.2577 -0.3159
8 C -0.9783 0.7955 -0.0511
9 N -1.9144 1.6187 0.1592
10 H -2.6913 1.0879 0.5209
11 H 0.0975 -2.4215 -0.2247
12 H 2.0905 -1.4497 -0.3622
13 H 1.4883 -1.2217 1.2764
14 H 2.2255 1.3089 0.6780
15 H 2.1443 0.8134 -1.0547
16 H 0.3238 2.2932 -0.4351

=====

Most stable structure: b

=====

a | A 2-piece molecular cluster, C4H12N2S overall, computed with ωB97M-V with the def2-TZVPD basis set.

## Properties
HOMO: -0.2341 Ha
Lowest unoccupied orbital energy: 0.044 eV
Charge: 0
M: 120.2 g/mol
2S+1: 1

Atoms and positions in Å:
1 C 2.8464 0.3708 1.1748
2 C 1.5416 0.5104 0.4977
3 S 0.0954 0.6763 1.6726
4 H 2.8432 -0.3613 1.9943
5 H 3.0946 1.3982 1.5381
6 H 3.6892 0.0607 0.4511
7 H 1.3707 -0.4157 -0.1086
8 H 1.4814 1.3867 -0.1574
9 C -2.0206 1.2321 -1.0254
10 N -1.0718 -2.2160 -0.2410
11 C -1.7643 -1.0610 -0.1793
12 N -1.6983 -0.2113 -1.1965
13 H -1.0251 1.6451 -0.8582
14 H -2.6750 1.4702 -0.1915
15 H -2.4545 1.6368 -1.9248
16 H -0.4085 -2.3457 -0.9917
17 H -0.8378 -2.6785 0.6412
18 H -2.0776 -0.6961 0.7818
19 H -0.9291 -0.4015 -1.8773

=====

b | A 2-piece molecular cluster, C4H12N2S overall, computed with ωB97M-V with the def2-TZVPD basis set.

## Properties
HOMO: -0.2909 Ha
Lowest unoccupied orbital energy: -3.335 eV
Charge: 0
M: 120.2 g/mol
2S+1: 1

Atoms and positions in Å:
1 C 0.4194 1.1151 0.5580
2 N -0.9703 1.2681 0.4290
3 C -1.5620 0.2720 -0.5291
4 C -0.7135 -0.2947 -1.6687
5 S 0.3786 -1.6624 -1.0952
6 C 0.7514 -0.0149 1.6558
7 N -0.2199 0.4695 2.6626
8 H 1.0329 0.8246 -0.3109
9 H 0.8612 2.0534 0.9362
10 H 2.4593 -2.1608 -2.9351
11 H -2.4392 0.7218 -0.9771
12 H -1.9997 -0.5520 0.0591
13 H -1.4620 -0.6242 -2.3950
14 H -0.0802 0.4682 -2.1815
15 H 1.7607 0.1855 1.9567
16 H 0.3333 -0.9352 1.3784
17 H -0.4526 -0.2558 3.3503
18 H 2.9434 -1.5791 -2.8538
19 H -1.0409 0.7008 1.9602

=====

c | An isolated molecule of C4H12N2S, computed with ωB97M-V with the def2-TZVPD basis set.

## Properties
HOMO: -0.3248 Ha
Lowest unoccupied orbital energy: 0.883 eV
SMILES: C[C@H](CS)NCN
Charge: 0
M: 120.2 g/mol
2S+1: 1

Atoms and positions in Å:
1 C -0.5305 0.3453 -1.8719
2 C -0.1143 0.4842 -0.3962
3 C 0.9629 1.5378 -0.1636
4 S 0.3212 3.2228 -0.6659
5 N 0.3474 -0.8111 0.1269
6 C -0.3795 -1.2683 1.3163
7 N 0.0513 -2.5722 1.8191
8 H 0.3147 0.2348 -2.5418
9 H -1.1444 -0.5581 -1.9314
10 H -1.2315 1.1500 -2.0591
11 H -0.9285 0.9004 0.2031
12 H 1.1787 1.7045 0.8887
13 H 1.9036 1.3288 -0.6702
14 H -0.4293 3.2974 0.4234
15 H 0.3835 -1.5097 -0.5972
16 H -0.1987 -0.4998 2.0677
17 H -1.4561 -1.3087 1.1259
18 H -0.0979 -3.1802 1.0163
19 H 1.0473 -2.4980 1.9099

=====

Most stable structure: c